(1)
{
  "formula": "C4H12NO",
  "method": "wB97M-V/def2-TZVPD",
  "species": ["O", "C", "C", "N", "C", "C", "H", "H", "H", "H", "H", "H", "H", "H", "H", "H", "H", "H"],
  "coordinates": [[1.025139, 1.465973, 1.788987], [0.076472, 0.491891, 2.086859], [-0.771814, 0.404370, 0.865405], [0.163770, 0.419734, -0.304725], [0.403541, -0.904528, -1.005920], [-0.404391, -0.940019, -2.374788], [1.537700, 1.863888, 2.517000], [-0.459009, 0.508817, 3.037628], [0.607208, -0.500035, 2.125749], [-1.271968, 1.354158, 0.806688], [-1.586380, -0.345151, 0.668656], [-0.195398, 1.132145, -1.032816], [1.113705, 0.762349, 0.090770], [0.028911, -1.634814, -0.233279], [1.485431, -0.975287, -1.278326], [-0.243847, -1.959846, -2.830499], [-0.132917, -0.143601, -2.968675], [-1.376151, -1.000043, -1.958715]],
  "atomic_forces_ev_per_a": [[0.592, 1.459, 0.306], [1.091, -3.501, 0.798], [-1.558, 0.918, -1.229], [1.238, 1.306, -1.522], [0.090, -0.276, -0.891], [0.907, -3.681, 3.523], [-0.607, -0.617, -0.170], [-0.155, 0.786, -0.239], [-0.163, 0.551, 0.307], [-0.467, 0.526, -0.123], [1.202, 0.248, 0.838], [0.958, -1.275, 1.496], [-1.842, -0.074, -0.757], [0.832, 0.215, -1.256], [-0.807, -0.126, 0.894], [0.096, 1.322, 0.169], [0.229, 1.629, -1.473], [-1.636, 0.591, -0.671]],
  "relative_energy_ev": 1.704,
  "multiplicity": 1,
  "homo_lumo_gap_ev": 12.133,
  "charge": 1,
  "smiles": "CC[NH2+]CCO",
  "e_lumo_ev": -3.0
}

(2)
{
  "formula": "C4H12NO2",
  "method": "wB97M-V/def2-TZVPD",
  "species": ["C", "C", "N", "C", "C", "O", "H", "H", "H", "H", "H", "H", "H", "H", "H", "H", "H", "H", "O"],
  "coordinates": [[-2.269939, 1.820312, 0.028320], [-1.131097, 0.970752, -0.479997], [0.222674, 1.578277, -0.324623], [1.400615, 1.238118, -1.106327], [2.242466, 0.163765, -0.263999], [1.788400, -0.058469, 1.003697], [-3.379248, 1.408018, -0.120684], [-2.132865, 2.002727, 1.065466], [-2.163545, 2.766084, -0.517034], [-1.248121, 0.642154, -1.617342], [-1.302384, -0.014048, -0.001196], [0.477904, 1.169594, 0.639602], [1.120139, 0.771550, -2.013924], [1.934221, 2.279322, -1.301121], [3.360642, 0.207680, -0.470694], [2.274203, -0.838000, -0.804887], [-2.252716, -4.163199, 0.531449], [-1.368064, -4.270218, 1.819853], [-1.579795, -4.712441, 0.995665]],
  "atomic_forces_ev_per_a": [[-1.592, 0.386, -1.731], [0.653, -2.297, -3.135], [-1.853, -0.395, 2.647], [0.674, 1.285, 1.302], [0.577, -2.149, -0.220], [0.475, 1.032, -0.563], [2.482, 0.546, 0.120], [0.078, 0.253, 1.021], [-0.478, 0.156, 0.336], [-0.105, 1.061, 1.870], [0.871, 0.043, 0.207], [0.451, 0.678, -1.079], [-0.201, -0.208, -1.342], [-0.602, -2.212, 0.185], [-0.177, 1.574, 0.861], [-1.280, 0.241, -0.461], [0.909, -0.446, 0.721], [-0.029, 0.305, -0.035], [-0.853, 0.149, -0.704]],
  "relative_energy_ev": 2.510,
  "multiplicity": 1,
  "homo_lumo_gap_ev": 5.708,
  "charge": -1,
  "e_lumo_ev": 3.3
}

(3)
{
  "formula": "C4H12NO2",
  "method": "wB97M-V/def2-TZVPD",
  "species": ["C", "N", "C", "C", "C", "O", "H", "H", "H", "H", "H", "H", "H", "H", "H", "H", "H", "H", "O"],
  "coordinates": [[-0.550903, -0.938201, -1.427312], [0.641676, -0.333183, -0.845143], [0.444285, -1.610947, 1.274201], [0.654461, -0.257570, 0.619133], [-0.338614, 0.773941, 1.172177], [0.005012, 2.079935, 0.849812], [-0.679865, -1.963697, -1.090159], [-1.469821, -0.381493, -1.235006], [-0.432275, -0.946326, -2.494216], [0.644229, 0.637803, -1.198209], [0.636866, -1.524062, 2.344734], [1.127074, -2.370911, 0.869309], [-0.570149, -1.967040, 1.135057], [1.644583, 0.118207, 0.867055], [-0.378233, 0.668837, 2.263171], [-1.336582, 0.507331, 0.788700], [-0.148952, 2.217765, -0.187537], [0.311304, 3.012344, -2.038107], [-0.204096, 2.277266, -1.667661]],
  "atomic_forces_ev_per_a": [[0.160, 0.257, 0.455], [-0.017, -0.095, -0.108], [0.490, -0.120, 0.012], [-0.247, 0.125, -0.280], [0.042, -0.151, -0.100], [-0.189, 0.113, -0.155], [-0.009, -0.203, 0.029], [-0.232, 0.062, 0.144], [0.099, -0.064, -0.604], [0.068, -0.083, -0.057], [-0.065, -0.066, 0.067], [-0.118, 0.177, -0.006], [-0.276, -0.086, 0.037], [0.236, 0.024, 0.207], [-0.009, 0.031, 0.138], [-0.127, 0.007, 0.064], [0.311, 0.186, 0.016], [-0.267, -0.372, 0.295], [0.148, 0.259, -0.153]],
  "relative_energy_ev": 0.191,
  "multiplicity": 1,
  "homo_lumo_gap_ev": 7.705,
  "charge": -1,
  "e_lumo_ev": 4.0
}

Question: Look up the multiplicity of the second one.
Answer: 1